This record from the Open Molecules 2025 dataset describes C6H12O in the gas phase. The level of theory is wB97M-V/def2-TZVPD.

Geometry (Å):
C: -1.58 -0.98 -0.74
C: -0.79 0.18 -0.12
C: -1.68 1.05 0.77
C: 0.37 -0.31 0.72
O: 1.61 -0.78 0.02
C: 1.48 0.54 1.14
C: 2.35 0.02 -0.95
H: -2.40 -0.60 -1.37
H: -0.94 -1.62 -1.35
H: -2.04 -1.60 0.04
H: -0.39 0.81 -0.92
H: -2.10 0.47 1.60
H: -2.52 1.47 0.21
H: -1.10 1.88 1.20
H: 0.06 -1.14 1.37
H: 2.01 0.02 1.96
H: 1.77 0.83 -1.38
H: 2.66 -0.71 -1.70
H: 3.24 0.47 -0.48

Summary:
E_HOMO	-7.9	eV
orbital gap	9.00	eV
net charge	0
ΔE to the lowest compared entry with this formula, charge and spin	5.024	eV
calculated total energy	-8459.3303	eV
maximum force	0.0139	hartree/bohr

---

This record from the Open Molecules 2025 dataset describes C17H14N2O5S3Tl as an isolated structure. The level of theory is wB97M-V/def2-TZVPD.

Geometry (Å):
Tl: 0.88 1.06 0.08
N: 1.88 3.14 3.91
C: 1.20 1.98 4.09
N: 0.01 1.75 3.71
C: -0.35 0.45 3.95
C: -1.61 -0.06 3.50
C: -1.95 -1.33 3.93
C: -1.03 -2.11 4.64
C: 0.23 -1.67 5.00
C: 0.56 -0.33 4.74
S: 1.96 0.66 4.92
H: 1.38 3.78 3.29
H: 2.86 3.15 3.73
H: -2.21 0.60 2.99
H: -2.94 -1.77 3.69
H: -1.35 -3.11 4.99
H: 0.90 -2.33 5.59
C: 4.74 3.73 -0.21
O: 3.92 2.60 0.20
C: 4.25 1.95 1.34
S: 3.66 0.39 1.40
S: 5.13 2.86 2.51
H: 5.72 3.36 -0.45
H: 4.76 4.56 0.50
H: 4.31 4.09 -1.13
O: -0.95 1.23 -2.11
C: -0.45 0.09 -2.30
O: 0.61 -0.39 -1.80
C: -1.11 -0.79 -3.31
C: -0.66 -2.13 -3.51
C: -1.29 -3.05 -4.34
C: -2.47 -2.57 -4.86
O: -3.39 -3.34 -5.58
C: -4.52 -2.46 -5.75
O: -4.10 -1.17 -5.45
C: -2.95 -1.29 -4.70
C: -2.29 -0.36 -3.92
H: 0.26 -2.46 -3.07
H: -0.88 -4.06 -4.56
H: -5.29 -2.81 -5.09
H: -4.81 -2.48 -6.80
H: -2.64 0.62 -3.76

Summary:
E_HOMO	-4.7	eV
orbital gap	7.16	eV
net charge	-1
ΔE to the lowest compared entry with this formula, charge and spin	0.775	eV
calculated total energy	-68275.7561	eV
maximum force	0.0644	hartree/bohr

---

This record from the Open Molecules 2025 dataset describes C17H31AlN5S as an isolated structure. The level of theory is wB97M-V/def2-TZVPD.

Geometry (Å):
Al: -0.42 -0.06 0.21
C: -2.21 1.23 -2.34
C: -0.71 1.23 -2.23
C: -0.03 1.66 -1.05
C: 1.37 1.93 -1.10
C: 2.09 1.67 -2.24
C: 1.42 1.18 -3.37
C: 0.05 0.95 -3.36
H: -2.50 1.97 -3.08
H: -2.70 1.48 -1.40
H: -2.58 0.27 -2.69
H: -0.63 2.28 -0.38
H: 1.86 2.41 -0.26
H: 3.14 1.90 -2.29
H: 1.98 1.02 -4.28
H: -0.44 0.62 -4.27
C: 0.69 1.35 2.54
N: 0.64 -0.02 1.94
C: 0.04 -0.94 2.95
C: 1.96 -0.55 1.48
C: 1.70 -1.86 0.75
N: 0.55 -1.72 -0.24
C: 1.12 -1.77 -1.63
C: -0.40 -2.89 -0.11
H: 1.08 1.32 3.55
H: -1.02 2.10 1.59
H: 1.34 1.99 1.94
H: -0.90 -0.54 3.31
H: 0.73 -1.06 3.79
H: -0.17 -1.91 2.52
H: 2.65 -0.70 2.31
H: 2.39 0.19 0.80
H: 1.45 -2.65 1.46
H: 2.59 -2.18 0.22
H: 1.56 -2.76 -1.79
H: 1.89 -1.02 -1.73
H: 0.33 -1.62 -2.36
H: 0.16 -3.82 -0.24
H: -1.15 -2.81 -0.89
H: -0.89 -2.88 0.86
C: -1.94 3.06 5.50
C: -1.33 1.77 4.89
C: -1.61 1.75 3.43
N: -0.66 1.88 2.51
N: -2.06 0.10 0.78
C: -3.11 0.50 1.32
N: -4.37 0.23 1.03
S: -3.23 1.65 2.89
H: -1.72 3.06 6.56
H: -3.03 3.08 5.38
H: -1.51 3.95 5.04
H: -1.80 0.90 5.35
H: -0.26 1.75 5.08
H: -4.58 -0.41 0.27
H: -5.15 0.55 1.58

Summary:
E_HOMO	-18.9	eV
orbital gap	9.01	eV
net charge	+3
ΔE to the lowest compared entry with this formula, charge and spin	0.000	eV
calculated total energy	-42990.4710	eV
maximum force	0.0041	hartree/bohr

---

This record from the Open Molecules 2025 dataset describes an isolated ion of composition C4H5O3 and charge +1. The level of theory is wB97M-V/def2-TZVPD.

Geometry (Å):
C: 0.22 -0.77 -1.50
C: -1.00 0.19 0.68
C: 0.22 1.08 0.48
C: 0.89 -0.88 -0.23
O: -0.56 -0.97 0.05
O: 1.29 0.15 0.52
O: -0.27 -1.00 -2.50
H: -1.02 0.17 1.71
H: -1.94 0.46 0.18
H: 0.34 1.53 -0.47
H: 0.25 1.80 1.29
H: 1.58 -1.76 -0.21

Summary:
E_HOMO	-16.8	eV
orbital gap	10.78	eV
net charge	+1
ΔE to the lowest compared entry with this formula, charge and spin	2.484	eV
calculated total energy	-10360.3680	eV
maximum force	0.0740	hartree/bohr

---

This record from the Open Molecules 2025 dataset describes a 2-piece molecular cluster, C4H15N2O overall. The level of theory is wB97M-V/def2-TZVPD.

Geometry (Å):
C: 1.99 -0.06 0.29
N: 1.99 -1.52 0.41
C: 0.57 0.44 0.56
N: -0.43 -0.51 0.00
C: -0.76 -0.35 -1.46
C: -1.27 1.03 -1.83
H: 2.65 0.50 0.94
H: 2.23 0.15 -0.76
H: 2.40 -1.85 1.28
H: 2.62 -1.93 -0.27
H: 0.36 0.57 1.60
H: 0.34 1.41 0.13
H: 0.04 -1.43 0.05
H: -1.30 -0.50 0.53
H: -1.48 -1.12 -1.71
H: 0.15 -0.52 -2.02
H: -1.24 1.42 -2.84
H: -2.27 1.23 -1.43
H: -0.78 1.78 -1.22
H: -2.12 -0.32 2.74
H: -1.95 1.17 2.77
O: -1.72 0.41 2.23

Summary:
E_HOMO	-14.3	eV
orbital gap	11.51	eV
net charge	+1
ΔE to the lowest compared entry with this formula, charge and spin	0.798	eV
calculated total energy	-9412.8646	eV
maximum force	0.0492	hartree/bohr

---

This record from the Open Molecules 2025 dataset describes C22H30BrN4NiO2Si2 as an isolated structure. The level of theory is wB97M-V/def2-TZVPD.

Geometry (Å):
Ni: -0.05 -0.66 -0.35
C: -1.86 -2.95 2.15
Si: -0.19 -2.18 2.68
C: -0.29 -2.22 4.61
C: 1.18 -3.51 2.37
N: 0.15 -0.73 1.82
C: 0.03 0.54 2.21
C: -0.07 0.92 3.57
C: -0.15 2.23 3.99
C: -0.11 3.26 3.06
C: -0.01 2.96 1.73
C: 0.04 1.63 1.23
N: 0.07 1.38 -0.08
Si: -0.09 2.54 -1.34
C: 1.35 3.83 -1.39
C: -1.71 3.57 -1.30
C: -0.11 1.69 -3.05
H: -2.03 -3.92 2.60
H: -1.92 -3.06 1.07
H: -2.68 -2.30 2.43
H: -0.41 -3.24 4.96
H: -1.14 -1.65 4.97
H: 0.60 -1.82 5.08
H: 0.93 -4.43 2.88
H: 2.15 -3.20 2.77
H: 1.30 -3.76 1.32
H: -0.08 0.14 4.31
H: -0.22 2.45 5.05
H: -0.17 4.30 3.38
H: 0.03 3.75 1.00
H: 1.23 4.61 -0.64
H: 1.39 4.32 -2.36
H: 2.31 3.37 -1.21
H: -1.74 4.29 -0.49
H: -2.57 2.92 -1.17
H: -1.85 4.11 -2.23
H: 0.59 0.86 -3.12
H: 0.14 2.40 -3.84
H: -1.09 1.30 -3.27
N: 4.00 -0.75 0.28
C: 4.05 0.15 -0.75
C: 2.82 0.11 -1.34
N: 2.02 -0.78 -0.68
C: 2.76 -1.28 0.28
H: 4.73 -0.95 0.94
H: 4.92 0.73 -0.96
H: 2.47 0.68 -2.18
H: 2.42 -2.00 0.99
Br: 0.20 -1.87 -6.23
C: -0.75 -1.63 -4.58
C: -0.09 -1.85 -3.39
C: -0.77 -1.65 -2.19
C: -2.13 -1.30 -2.23
C: -2.78 -1.13 -3.44
C: -2.09 -1.28 -4.64
C: -2.84 -1.03 -0.90
O: -4.06 -1.19 -0.83
O: -2.07 -0.63 0.01
H: 0.95 -2.16 -3.39
H: -0.32 -1.98 -1.21
H: -3.83 -0.88 -3.43
H: -2.59 -1.13 -5.58

Summary:
E_HOMO (spin up / spin down)	-2.7 / -2.7	eV
orbital gap (spin up / spin down)	4.85 / 4.90	eV
net charge	-1
calculated total energy	-160201.0551	eV
maximum force	0.0521	hartree/bohr